[1]
DFT (the ωB97M-V functional and the def2-TZVPD basis) results for a 2-piece molecular cluster, C4H7N overall in a non-equilibrium geometry.

Energy relative to the best compared isomer or geometry (same formula, charge and spin)   570.9 kJ/mol
Strongest force on any atom   0.1640 hartree/bohr
Lowest unoccupied orbital energy   0.758 eV
Calculated total energy   -211.14321 hartree

Structure (ORCA input):
```
! RIJCOSX wB97M-V def2-TZVPD def2/J DEFGRID3
* xyz 0 1
N 0.608 -1.568 -0.397
C 1.257 -0.517 -0.048
C -2.449 -0.140 0.071
C 2.473 0.289 -0.021
C -0.303 -0.591 0.269
H -2.648 -1.084 0.464
H -2.668 0.693 0.563
H -0.396 -0.749 1.412
H 2.219 1.320 -0.437
H 3.344 -0.141 -0.654
H -2.303 -0.076 -1.070
H 2.725 0.276 1.062
*
```


[2]
DFT (the ωB97M-V functional and the def2-TZVPD basis) results for CH3F2N in the gas phase in a non-equilibrium geometry.

Energy relative to the best compared isomer or geometry (same formula, charge and spin)   389.1 kJ/mol
SMILES   CN(F)F
Strongest force on any atom   0.0806 hartree/bohr
Lowest unoccupied orbital energy   1.025 eV
Calculated total energy   -294.23714 hartree

Structure (ORCA input):
```
! RIJCOSX wB97M-V def2-TZVPD def2/J DEFGRID3
* xyz 0 1
F -1.346 1.156 0.209
F -1.465 -0.856 -0.476
N -0.730 -0.041 0.607
C 0.600 -0.010 0.020
H 0.683 0.351 -1.022
H 1.007 -1.031 -0.105
H 1.250 0.432 0.767
*
```


[3]
DFT (the ωB97M-V functional and the def2-TZVPD basis) results for CF2O3 in the gas phase in a non-equilibrium geometry.

⟨S²⟩   2.0087
Energy relative to the best compared isomer or geometry (same formula, charge and spin)   26.2 kJ/mol
Strongest force on any atom   0.1588 hartree/bohr
Lowest unoccupied orbital energy (alpha / beta)   0.513 / -4.143 eV
Calculated total energy   -463.21988 hartree

Structure (ORCA input):
```
! RIJCOSX wB97M-V def2-TZVPD def2/J DEFGRID3
* xyz 0 3
F -1.834 -0.195 0.574
F 0.468 1.014 0.669
O 1.877 -0.603 0.206
O -1.362 0.255 -0.561
O -0.016 -0.411 -0.862
C 0.867 -0.059 -0.025
*
```


[4]
DFT (the ωB97M-V functional and the def2-TZVPD basis) results for CH2IN3O2 in the gas phase in a non-equilibrium geometry.

Energy relative to the best compared isomer or geometry (same formula, charge and spin)   71.0 kJ/mol
SMILES   NC(=O)/N=N/OI
Strongest force on any atom   0.0579 hartree/bohr
Lowest unoccupied orbital energy (alpha / beta)   -2.187 / -2.104 eV
Calculated total energy   -651.63098 hartree

Structure (ORCA input):
```
! RIJCOSX wB97M-V def2-TZVPD def2/J DEFGRID3
* xyz 0 1
I 3.619 -0.049 0.161
O -0.276 -1.919 -0.200
O 1.995 1.705 -0.066
N 0.856 1.310 -0.120
N -1.764 -0.242 0.047
N 0.565 0.131 -0.049
C -0.520 -0.749 -0.081
H -1.964 0.728 0.211
H -2.510 -0.916 0.097
*
```


[5]
DFT (the ωB97M-V functional and the def2-TZVPD basis) results for a 2-piece molecular cluster, C3H11N2 overall in a non-equilibrium geometry.

Energy relative to the best compared isomer or geometry (same formula, charge and spin)   43.4 kJ/mol
Strongest force on any atom   0.0282 hartree/bohr
Lowest unoccupied orbital energy   -3.141 eV
Calculated total energy   -230.16587 hartree

Structure (ORCA input):
```
! RIJCOSX wB97M-V def2-TZVPD def2/J DEFGRID3
* xyz 1 1
N -0.779 0.895 0.623
N 1.286 2.582 0.007
C 0.033 -2.624 -0.697
C -0.498 -1.226 -0.534
C -0.347 -0.494 0.565
H -0.846 -3.239 -0.899
H 0.247 -0.912 1.364
H -1.060 -0.767 -1.346
H 0.914 3.431 -0.414
H 0.686 -2.663 -1.566
H 1.816 2.897 0.818
H 0.557 -2.952 0.194
H 0.070 1.581 0.377
H 1.964 2.203 -0.648
H -1.507 1.035 -0.084
H -1.115 1.164 1.548
*
```


[6]
DFT (the ωB97M-V functional and the def2-TZVPD basis) results for an isolated ion of composition C9H11BrN3S and charge +1 in a non-equilibrium geometry.

Energy relative to the best compared isomer or geometry (same formula, charge and spin)   0.0 kJ/mol
SMILES   CCNSc1c[nH+]c2ccc(Br)cn12
Strongest force on any atom   0.0721 hartree/bohr
Lowest unoccupied orbital energy   -3.765 eV
Calculated total energy   -3485.71608 hartree

Structure (ORCA input):
```
! RIJCOSX wB97M-V def2-TZVPD def2/J DEFGRID3
* xyz 1 1
Br 5.157 -0.922 0.341
S -0.504 -1.880 -0.744
N -2.090 -1.937 -0.868
N 1.400 0.448 -0.481
N 0.254 2.261 -0.449
C 3.716 0.299 0.107
C -3.426 -1.142 1.096
C 3.796 1.654 0.410
C -2.953 -2.283 0.231
C 1.462 1.776 -0.296
C 2.675 2.382 0.108
C 0.097 0.065 -0.682
C 2.532 -0.307 -0.289
C -0.606 1.265 -0.778
H -3.836 -2.736 -0.230
H -3.950 -0.546 0.361
H 2.758 3.450 0.239
H 2.239 -1.394 -0.313
H -1.703 1.262 -0.836
H 4.763 2.095 0.850
H 0.064 3.253 -0.169
H -2.480 -3.273 0.778
H -4.167 -1.449 1.748
H -2.499 -1.697 -1.793
H -2.699 -0.644 1.659
*
```